Record 1
Density functional theory data (ωB97M-V with the def2-TZVPD basis set) for a molecular structure, C2H2FI3O.

Cartesian coordinates (Å):
C: -0.857 -0.007 0.467
C: 0.363 -0.082 -0.294
O: 1.250 -1.041 -0.042
F: 0.191 0.174 -1.618
I: -1.945 1.743 0.140
I: -1.994 -1.778 0.156
I: 1.715 1.924 0.185
H: -0.730 0.039 1.642
H: 2.008 -0.972 -0.636

The multiplicity is 1. Its energy above the lowest of the compared OMol25 structures with the same formula, charge and spin is 15.4 kcal per mole. As for the orbital gap: 7.9 eV. Its charge is 0.

***

Record 2
Density functional theory data (ωB97M-V with the def2-TZVPD basis set) for 2 unconnected molecules or ions with the total composition C4H12N2O2.

Cartesian coordinates (Å):
C: 1.043 -0.892 1.647
C: -0.285 -0.279 1.303
N: -0.258 0.566 0.120
C: -0.915 -0.035 -1.060
C: 0.036 -0.904 -1.831
N: -0.133 -2.252 -1.770
O: 0.951 -0.391 -2.449
H: 0.916 -1.605 2.467
H: 1.511 -1.444 0.837
H: 1.675 -0.112 2.061
H: -0.999 -1.078 1.185
H: -0.618 0.287 2.184
H: 0.670 0.858 -0.149
H: -1.830 -0.483 -0.681
H: -1.317 0.754 -1.689
H: -0.827 -2.638 -1.156
H: 0.524 -2.907 -2.162
O: -0.293 4.293 0.086
H: -0.018 3.403 0.342
H: 0.165 4.858 0.714

The structure (SMILES) is CCNCC(N)=O.O. The multiplicity is 1. Its energy above the lowest of the compared OMol25 structures with the same formula, charge and spin is 30.9 kcal per mole. As for the orbital gap: 9.7 eV. Its charge is 0.

***

Record 3
Density functional theory data (ωB97M-V with the def2-TZVPD basis set) for C5H4OS in the gas phase.

Cartesian coordinates (Å):
O: 2.798 2.214 -0.387
C: 1.785 1.674 -0.386
C: 0.817 0.825 -0.549
C: -0.353 0.230 0.317
C: -0.465 -1.321 0.385
C: -1.597 -0.579 -0.029
S: -3.166 -0.513 -0.417
H: 1.036 0.264 -1.333
H: -0.306 0.782 1.309
H: 0.147 -1.809 -0.248
H: -0.696 -1.768 1.339

The structure (SMILES) is O=C=C[C@@H]1CC1=S. The multiplicity is 1. Its energy above the lowest of the compared OMol25 structures with the same formula, charge and spin is 82.9 kcal per mole. As for the orbital gap: 8.0 eV. Its charge is 0.

***

Record 4
Density functional theory data (ωB97M-V with the def2-TZVPD basis set) for C6H12I2N2 in the gas phase.

Cartesian coordinates (Å):
I: -3.857 -1.258 0.183
C: -2.124 -1.045 -1.128
N: -1.005 -0.441 -0.622
C: -0.381 -1.280 0.410
C: 0.468 -0.532 1.482
C: 1.770 0.095 0.948
C: 1.536 1.363 0.053
C: 0.685 1.153 -1.210
N: -0.749 0.864 -0.975
I: -1.730 2.505 0.088
H: -2.546 -0.297 -1.837
H: -1.862 -1.892 -1.769
H: 0.218 -2.153 -0.132
H: -1.205 -1.815 0.946
H: 0.786 -1.427 2.015
H: -0.230 0.101 2.251
H: 2.241 0.327 1.912
H: 2.455 -0.564 0.401
H: 1.243 2.196 0.787
H: 2.591 1.655 -0.180
H: 0.567 2.146 -1.869
H: 1.129 0.297 -1.751

The structure (SMILES) is ICN1CCCCCN1I. The multiplicity is 1. As for the orbital gap: 8.0 eV. Its charge is 0.

***

Record 5
Density functional theory data (ωB97M-V with the def2-TZVPD basis set) for a molecular structure, C33H50ClGaP.

Cartesian coordinates (Å):
Ga: 2.843 1.988 2.377
P: -0.294 0.345 -1.203
Cl: 1.771 3.509 1.169
C: -1.109 -0.307 0.327
H: -0.504 0.163 1.129
H: -2.096 0.192 0.377
C: 1.549 0.596 -1.132
C: -1.028 2.042 -1.322
C: 2.173 0.724 -2.535
H: 1.644 1.574 -0.612
C: 3.656 1.096 -2.435
H: 2.078 -0.231 -3.075
H: 1.655 1.483 -3.141
C: 4.443 0.065 -1.622
H: 4.073 1.171 -3.446
H: 3.746 2.089 -1.971
C: 3.823 -0.191 -0.240
H: 4.478 -0.880 -2.182
H: 5.481 0.400 -1.507
C: 2.305 -0.428 -0.281
H: 4.299 -1.069 0.218
H: 4.051 0.660 0.423
H: 2.115 -1.440 -0.674
H: 1.921 -0.414 0.751
C: -0.825 -0.709 -2.617
C: -2.529 2.001 -1.656
H: -0.904 2.405 -0.284
C: -3.164 3.396 -1.532
H: -2.676 1.625 -2.680
H: -3.067 1.310 -0.992
C: -2.415 4.478 -2.321
H: -4.206 3.344 -1.869
H: -3.180 3.676 -0.470
C: -0.895 4.444 -2.109
H: -2.632 4.361 -3.391
H: -2.794 5.465 -2.032
C: -0.291 3.037 -2.235
H: -0.403 5.109 -2.828
H: -0.659 4.823 -1.104
H: -0.351 2.706 -3.284
H: 0.774 3.096 -1.975
C: -0.071 -2.044 -2.660
H: -1.886 -0.922 -2.379
C: -0.670 -2.978 -3.721
H: 0.992 -1.871 -2.894
H: -0.099 -2.539 -1.681
C: -0.755 -2.320 -5.106
H: -0.066 -3.890 -3.777
H: -1.678 -3.277 -3.398
C: -1.405 -0.932 -5.063
H: 0.258 -2.227 -5.521
H: -1.320 -2.968 -5.786
C: -0.782 -0.023 -3.994
H: -1.320 -0.444 -6.041
H: -2.477 -1.038 -4.846
H: 0.263 0.196 -4.266
H: -1.313 0.939 -3.981
C: 0.135 -2.425 0.943
C: -1.255 -1.751 0.609
H: 0.748 -2.775 0.111
C: -2.218 -1.920 1.805
H: -1.678 -2.281 -0.263
C: -1.523 -1.623 3.132
H: -3.084 -1.257 1.693
H: -2.584 -2.955 1.799
C: -0.436 -2.659 3.388
H: -1.044 -0.637 3.113
H: -2.251 -1.604 3.954
C: 0.649 -2.499 2.294
H: 0.006 -2.518 4.380
H: -0.853 -3.673 3.337
H: 1.201 -1.572 2.547
H: 1.368 -3.331 2.353
C: 1.700 0.720 3.263
C: 1.089 0.244 4.247
C: 0.551 -0.168 5.491
C: -0.755 0.218 5.885
C: -1.260 -0.183 7.121
C: -0.484 -0.972 7.980
C: 0.817 -1.340 7.610
C: 1.339 -0.938 6.381
H: -1.342 0.847 5.209
H: -2.266 0.124 7.410
H: -0.889 -1.295 8.942
H: 1.434 -1.942 8.280
H: 2.359 -1.199 6.081

The multiplicity is 1. As for the orbital gap: 3.4 eV. Its charge is -1.

***

Record 6
Density functional theory data (ωB97M-V with the def2-TZVPD basis set) for C15H23N5O3 in the gas phase.

Cartesian coordinates (Å):
H: -6.179 -0.691 -0.573
N: -6.088 -1.807 -0.599
C: -5.258 -2.063 0.337
N: -5.125 -3.312 0.737
N: -4.479 -1.206 1.042
C: -4.161 0.095 0.585
C: -3.296 0.163 -0.784
C: -2.656 1.487 -1.262
C: -1.498 2.050 -0.414
N: -0.442 1.036 -0.421
C: 0.896 1.419 -0.434
O: 1.160 2.639 -0.469
C: 1.922 0.275 -0.519
N: 1.693 -0.572 -1.727
C: 3.374 0.785 -0.605
C: 4.469 -0.222 -0.115
C: 5.165 -1.147 -0.831
C: 6.114 -1.976 -0.205
C: 6.644 -1.660 1.034
C: 5.989 -0.571 1.751
C: 4.839 0.051 1.195
C: -1.596 2.257 1.010
O: -1.251 1.389 1.822
O: -1.787 3.552 1.426
H: -4.773 -3.381 1.850
H: -5.849 -3.951 0.393
H: -3.727 -1.724 1.590
H: -3.797 0.763 1.455
H: -5.157 0.511 0.380
H: -2.589 -0.805 -0.943
H: -4.077 -0.188 -1.552
H: -3.574 2.103 -1.369
H: -2.339 1.291 -2.238
H: -1.121 3.016 -0.918
H: -0.631 0.383 0.581
H: 1.932 -0.464 0.316
H: 0.705 -0.949 -1.654
H: 1.675 0.156 -2.449
H: 3.489 1.606 0.210
H: 3.478 1.305 -1.706
H: 5.026 -1.393 -1.876
H: 6.555 -2.867 -0.762
H: 7.504 -2.187 1.499
H: 6.323 -0.273 2.813
H: 4.516 0.948 1.744
H: -2.019 4.129 0.658

The structure (SMILES) is [H]/N=C(/N)NCCC[C@H](NC(=O)[C@@H](N)Cc1ccccc1)C(=O)O. The multiplicity is 1. Its energy above the lowest of the compared OMol25 structures with the same formula, charge and spin is 119.2 kcal per mole. As for the orbital gap: 9.0 eV. Its charge is 0.

***

Record 7
Density functional theory data (ωB97M-V with the def2-TZVPD basis set) for a molecular structure, C3EuFO3.

Cartesian coordinates (Å):
C: 1.351 -1.193 -0.173
C: 0.159 -1.222 -0.518
O: -1.010 -0.971 -0.891
F: 2.402 -1.934 0.142
Eu: 2.109 2.207 -0.253
O: -2.171 -0.932 1.427
C: -2.529 -0.811 0.289
O: -3.508 -0.548 -0.350

The multiplicity is 7. The expectation value of S² is 12.007. As for the orbital gap (alpha / beta): 6.2 / 6.5 eV. Its charge is 0.

***

Record 8
Density functional theory data (ωB97M-V with the def2-TZVPD basis set) for 2 unconnected molecules or ions with the total composition C4H10NO3.

Cartesian coordinates (Å):
C: -0.873 -1.198 -2.163
C: -0.847 -0.691 -0.696
N: 0.464 -0.250 -0.312
C: 0.664 1.198 -0.235
C: 0.210 1.921 1.054
O: -0.196 1.215 2.014
O: 0.324 3.158 0.998
H: -1.858 -1.294 -2.616
H: -0.346 -2.156 -2.160
H: -0.182 -0.540 -2.710
H: -1.607 0.101 -0.576
H: -1.210 -1.515 -0.068
H: 0.818 -0.725 0.509
H: 0.234 1.711 -1.098
H: 1.737 1.347 -0.330
H: 0.395 -0.290 2.390
H: 1.442 -0.847 3.338
O: 0.831 -1.145 2.660

The multiplicity is 1. Its energy above the lowest of the compared OMol25 structures with the same formula, charge and spin is 16.2 kcal per mole. As for the orbital gap: 8.0 eV. Its charge is -1.

***

Record 9
Density functional theory data (ωB97M-V with the def2-TZVPD basis set) for a molecular structure, C37H36N5O7SW.

Cartesian coordinates (Å):
W: -0.523 -0.424 -0.345
C: 0.385 5.245 0.557
C: -1.063 5.731 0.571
C: -1.220 6.827 -0.494
C: -1.366 6.313 1.959
C: -2.054 4.608 0.277
C: -3.432 4.890 0.271
C: -4.366 3.925 -0.017
C: -3.918 2.635 -0.284
S: -4.872 1.260 -0.715
C: -3.450 0.328 -0.815
N: -2.320 0.943 -0.530
C: -2.562 2.308 -0.258
C: -1.632 3.321 0.002
C: -3.398 -1.052 -1.219
C: -4.485 -1.752 -1.736
C: -4.292 -3.045 -2.182
C: -3.034 -3.625 -2.106
C: -1.960 -2.934 -1.557
C: -2.123 -1.618 -1.104
H: 1.048 6.079 0.788
H: 0.682 4.854 -0.419
H: 0.561 4.473 1.310
H: -0.521 7.640 -0.294
H: -2.226 7.247 -0.497
H: -1.013 6.437 -1.491
H: -0.668 7.122 2.181
H: -1.262 5.553 2.735
H: -2.374 6.722 2.019
H: -3.772 5.894 0.483
H: -5.421 4.162 -0.038
H: -0.581 3.114 -0.056
H: -5.464 -1.293 -1.805
H: -5.123 -3.604 -2.590
H: -2.893 -4.639 -2.455
H: -1.004 -3.433 -1.457
C: 4.320 -1.256 -2.818
N: 3.211 -1.558 -1.921
C: 3.577 -1.810 -0.529
C: 1.941 -1.266 -2.220
O: 1.169 -0.967 -1.243
N: 1.491 -1.286 -3.476
C: 1.986 -2.235 -4.470
C: 0.227 -0.632 -3.809
H: 5.029 -0.624 -2.283
H: 3.967 -0.708 -3.686
H: 4.834 -2.163 -3.139
H: 4.384 -2.542 -0.514
H: 2.725 -2.205 0.019
H: 3.928 -0.893 -0.049
H: 2.717 -2.906 -4.031
H: 2.431 -1.718 -5.320
H: 1.143 -2.830 -4.823
H: 0.152 0.325 -3.299
H: -0.628 -1.266 -3.556
H: 0.217 -0.450 -4.882
O: 2.285 2.366 -1.031
C: 1.385 1.753 -0.522
O: 0.304 1.310 -1.159
C: 1.358 1.303 0.915
C: 2.478 1.054 1.664
C: 2.348 0.335 2.863
C: 1.155 -0.236 3.297
C: 0.052 0.027 2.526
C: 0.061 0.862 1.371
N: -1.176 -0.692 2.629
O: -1.532 -1.245 3.624
O: -1.844 -0.729 1.539
N: 3.564 0.048 3.626
O: 3.432 -0.539 4.679
O: 4.620 0.395 3.136
H: 3.454 1.369 1.324
H: 1.133 -0.905 4.145
H: -0.764 1.571 1.307
C: -0.016 -2.219 0.590
C: 0.264 -3.250 1.172
C: 0.581 -4.448 1.885
C: 1.676 -5.228 1.504
C: 1.980 -6.383 2.202
C: 1.198 -6.771 3.281
C: 0.108 -6.002 3.664
C: -0.204 -4.844 2.972
H: 2.279 -4.920 0.659
H: 2.828 -6.985 1.903
H: 1.440 -7.674 3.824
H: -0.500 -6.304 4.505
H: -1.054 -4.240 3.264

The multiplicity is 3. The expectation value of S² is 2.063. Its energy above the lowest of the compared OMol25 structures with the same formula, charge and spin is 47.6 kcal per mole. As for the orbital gap (alpha / beta): 6.1 / 6.2 eV. Its charge is +1.

***

Record 10
Density functional theory data (ωB97M-V with the def2-TZVPD basis set) for 3 unconnected molecules or ions with the total composition C19H47BrO12P3S.

Cartesian coordinates (Å):
C: -3.232 1.403 3.427
O: -3.802 0.150 3.105
C: -3.419 -0.874 4.011
C: -2.304 -1.790 3.422
C: -2.382 -1.891 1.886
C: -1.085 -2.400 1.222
C: -0.056 -1.258 1.011
C: -0.088 -0.744 -0.471
C: 1.093 -1.314 -1.290
C: 1.573 -0.425 -2.458
P: 2.530 1.047 -1.947
S: 1.386 2.612 -1.165
Br: 4.117 0.514 -0.510
C: 3.432 1.642 -3.491
O: 3.531 3.037 -3.550
C: 2.433 3.629 -4.282
O: 2.804 3.819 -5.594
C: 3.273 5.144 -5.850
C: 4.729 5.383 -5.369
O: 5.307 6.415 -6.156
H: -3.751 2.164 2.829
H: -2.163 1.418 3.153
H: -3.367 1.669 4.486
H: -3.023 -0.393 4.918
H: -4.274 -1.509 4.277
H: -2.480 -2.799 3.816
H: -1.334 -1.412 3.775
H: -2.729 -0.977 1.391
H: -3.142 -2.661 1.672
H: -0.641 -3.132 1.914
H: -1.318 -2.944 0.298
H: 0.924 -1.688 1.262
H: -0.296 -0.453 1.717
H: -0.162 0.348 -0.479
H: -1.022 -1.140 -0.892
H: 1.907 -1.585 -0.607
H: 0.742 -2.250 -1.744
H: 0.786 -0.104 -3.156
H: 2.275 -1.037 -3.053
H: 0.564 2.895 -2.213
H: 4.467 1.271 -3.476
H: 2.961 1.245 -4.404
H: 2.113 4.551 -3.780
H: 1.595 2.915 -4.212
H: 2.629 5.931 -5.436
H: 3.274 5.259 -6.941
H: 5.301 4.451 -5.476
H: 4.740 5.763 -4.343
H: 5.505 6.071 -7.036
C: -6.833 0.042 -3.656
O: -5.424 0.170 -3.928
P: -4.341 0.161 -2.654
O: -3.072 0.159 -3.435
O: -4.797 -1.324 -2.161
C: -4.516 -2.448 -2.990
O: -3.720 0.512 -1.146
C: -4.640 0.734 -0.054
H: -7.360 0.881 -4.109
H: -7.186 -0.880 -4.117
H: -7.050 0.011 -2.590
H: -4.045 -2.164 -3.931
H: -5.452 -2.966 -3.206
H: -3.858 -3.124 -2.446
H: -5.206 -0.172 0.166
H: -5.325 1.553 -0.283
H: -4.054 0.999 0.820
C: 4.651 -4.035 4.956
O: 3.426 -3.778 4.243
P: 2.398 -2.577 4.789
O: 1.409 -2.597 3.677
O: 3.529 -1.410 4.612
C: 3.943 -1.080 3.298
O: 1.553 -1.642 5.885
C: 2.132 -1.469 7.195
H: 4.690 -5.088 5.230
H: 5.486 -3.819 4.288
H: 4.748 -3.425 5.852
H: 3.471 -1.705 2.539
H: 5.027 -1.199 3.227
H: 3.693 -0.035 3.110
H: 3.076 -0.926 7.131
H: 2.291 -2.434 7.678
H: 1.434 -0.891 7.797

The multiplicity is 1. As for the orbital gap: 7.3 eV. Its charge is +1.

***

Record 11
Density functional theory data (ωB97M-V with the def2-TZVPD basis set) for 2 unconnected molecules or ions with the total composition H5N4P.

Cartesian coordinates (Å):
N: -2.005 -1.284 1.520
N: -1.921 -1.707 2.628
N: 1.316 0.719 -2.165
N: 1.394 0.369 0.268
P: 0.371 0.248 -1.027
H: -1.187 -0.873 0.967
H: -2.895 -1.266 0.953
H: 0.914 0.738 -3.090
H: 2.335 0.682 0.095
H: 1.158 0.151 1.221

The multiplicity is 1. Its energy above the lowest of the compared OMol25 structures with the same formula, charge and spin is 28.5 kcal per mole. As for the orbital gap: 8.6 eV. Its charge is 0.

***

Record 12
Density functional theory data (ωB97M-V with the def2-TZVPD basis set) for a molecular structure, C4H7I3O.

Cartesian coordinates (Å):
C: -0.762 -1.281 -0.319
C: -0.907 1.220 -0.516
C: -0.198 0.021 -0.108
C: 0.676 -0.279 -2.841
O: 0.941 0.062 0.508
I: 2.781 -0.255 -2.711
I: -0.013 1.526 -4.017
I: -0.210 -2.034 -3.570
H: -1.128 -1.640 0.685
H: 0.047 -1.934 -0.632
H: -1.547 -1.385 -1.192
H: -0.899 1.985 0.376
H: -0.261 1.622 -1.398
H: -1.825 0.993 -1.033
H: 1.507 -0.687 0.629

The multiplicity is 1. Its energy above the lowest of the compared OMol25 structures with the same formula, charge and spin is 0.0 kcal per mole. As for the orbital gap (alpha / beta): 6.3 / 6.3 eV. Its charge is 0.

***

Record 13
Density functional theory data (ωB97M-V with the def2-TZVPD basis set) for C13H15Cl2NO3 in the gas phase.

Cartesian coordinates (Å):
C: -2.529 -1.337 -1.818
C: -2.209 -1.715 -0.376
C: -2.432 -0.585 0.635
C: -2.111 -1.078 2.043
C: -1.595 0.677 0.329
N: -0.201 0.403 0.102
C: 0.758 0.938 0.887
O: 0.516 1.635 1.852
C: 2.170 0.652 0.469
C: 3.073 1.708 0.569
C: 4.402 1.563 0.223
C: 4.851 0.327 -0.217
Cl: 6.503 0.116 -0.656
C: 3.986 -0.752 -0.300
C: 2.653 -0.583 0.042
Cl: 1.637 -1.979 -0.030
C: -2.208 1.497 -0.793
O: -3.375 1.756 -0.890
O: -1.293 1.943 -1.665
H: -1.820 -0.611 -2.210
H: -2.485 -2.219 -2.452
H: -3.528 -0.913 -1.888
H: -2.856 -2.545 -0.085
H: -1.179 -2.070 -0.306
H: -3.481 -0.274 0.589
H: -1.057 -1.337 2.121
H: -2.699 -1.961 2.279
H: -2.330 -0.311 2.781
H: -1.626 1.324 1.220
H: 0.050 -0.102 -0.732
H: 2.702 2.654 0.933
H: 5.085 2.394 0.300
H: 4.345 -1.717 -0.622
H: -1.718 2.502 -2.335

The structure (SMILES) is CC[C@@H](C)[C@@H](NC(=O)c1ccc(Cl)cc1Cl)C(=O)O. The multiplicity is 1. Its energy above the lowest of the compared OMol25 structures with the same formula, charge and spin is 1.6 kcal per mole. As for the orbital gap: 10.0 eV. Its charge is 0.

***

Record 14
Density functional theory data (ωB97M-V with the def2-TZVPD basis set) for a molecular structure, HN3.

Cartesian coordinates (Å):
N: 1.993 -0.096 0.271
N: 1.404 -0.314 1.314
N: 0.786 0.636 0.513
H: -0.064 -0.159 -0.077

The multiplicity is 1. Its energy above the lowest of the compared OMol25 structures with the same formula, charge and spin is 67.8 kcal per mole. As for the orbital gap: 10.7 eV. Its charge is 0.